1.
Entry from the OMol25 dataset: a structure of composition C26H16N5O3Pt in a non-equilibrium geometry (ωB97M-V with the def2-TZVPD basis set).

Structure (XYZ):
```
51
Properties=species:S:1:pos:R:3:lowdin_charge:R:1
Pt -1.7127 0.7208 0.3211 1.149
O -4.6479 0.7077 -2.5153 0.043
C -3.7589 0.4944 -1.7049 -0.600
O -3.4795 1.1861 -0.6685 -0.154
C -2.9037 -0.7611 -1.9070 -0.157
C -3.2305 -1.6361 -2.9540 0.013
C -2.5433 -2.8046 -3.0847 0.000
C -1.5374 -3.1288 -2.1532 -0.154
C -0.8138 -4.3396 -2.2028 -0.044
C 0.1434 -4.6110 -1.2660 -0.088
C 0.4154 -3.6886 -0.2409 -0.066
C -0.2618 -2.5011 -0.1590 -0.001
C -1.2528 -2.1942 -1.1182 -0.181
N -1.9360 -1.0106 -1.0463 0.063
H -4.0311 -1.3393 -3.6158 0.118
H -2.7667 -3.5004 -3.8855 0.116
H -1.0345 -5.0487 -2.9928 0.109
H 0.6946 -5.5431 -1.3058 0.100
H 1.1714 -3.9241 0.4981 0.106
H -0.0622 -1.7861 0.6286 0.077
O -3.0671 -0.2385 2.0607 -0.203
N -3.6262 0.6766 2.7058 -0.071
C -3.2347 1.9240 2.5450 -0.329
C -3.8511 2.9382 3.3260 -0.220
N -4.3455 3.7619 3.9635 0.114
C -2.1412 2.3330 1.6480 -0.388
N -1.3628 3.1058 1.2313 0.200
N -0.0830 0.2223 1.2568 -0.070
C 1.0356 0.7116 0.9164 -0.357
C 2.2489 0.4179 1.7288 -0.168
C 3.5283 0.4753 1.1706 -0.035
C 4.6462 0.1680 1.9319 -0.096
C 4.5046 -0.1907 3.2656 -0.110
C 3.2379 -0.2432 3.8307 -0.092
C 2.1192 0.0569 3.0699 -0.029
C 1.2313 1.6103 -0.2774 -0.231
C 1.6538 2.9254 -0.1111 -0.053
C 1.7533 3.7723 -1.2047 -0.084
C 1.4511 3.3084 -2.4760 -0.099
C 1.0613 1.9874 -2.6534 -0.085
C 0.9536 1.1430 -1.5591 -0.059
H 3.6458 0.7598 0.1327 0.111
H 5.6310 0.2105 1.4824 0.095
H 5.3780 -0.4233 3.8627 0.093
H 3.1238 -0.5147 4.8734 0.097
H 1.1231 0.0160 3.4937 0.109
H 1.8658 3.2927 0.8857 0.120
H 2.0530 4.8035 -1.0614 0.099
H 1.5163 3.9755 -3.3274 0.095
H 0.8270 1.6168 -3.6440 0.098
H 0.6706 0.1054 -1.6940 0.100
```

Properties
**Total charge**: -1
**DFT total energy**: -1619.2149 a.u.
**Energy relative to the best compared isomer or geometry (same formula, charge and spin)**: 144.6 kJ/mol
**E_LUMO (alpha / beta)**: 1.80 / 1.80 eV
**2S+1**: 1
**Kohn-Sham gap (alpha / beta)**: 6.511 / 6.512 eV
**E_HOMO (alpha / beta)**: -0.17321 / -0.17325 Ha

***

2.
Entry from the OMol25 dataset: a structure of composition C23H35BrCoN5 in a non-equilibrium geometry (ωB97M-V with the def2-TZVPD basis set).

Structure (XYZ):
```
65
Properties=species:S:1:pos:R:3:lowdin_charge:R:1
Co -0.3210 -0.4484 -0.1279 0.437
C -2.2059 1.3310 2.3229 -0.158
C -2.9179 1.1283 1.0030 -0.200
N -1.9923 0.9469 -0.1298 -0.088
C -2.7071 0.8996 -1.4176 -0.174
C -2.0074 -0.0366 -2.3905 -0.173
N -0.5560 -0.0150 -2.1752 -0.094
C 0.1441 1.1121 -2.8468 -0.151
C 0.1176 2.4514 -2.1124 -0.161
C 1.0599 2.5631 -0.9229 -0.203
N 0.9026 1.4848 0.0695 -0.135
C 1.0363 1.9186 1.4606 -0.196
C 0.9530 0.7050 2.3748 -0.161
N -0.1906 -0.1797 2.0609 -0.089
C -1.4142 0.1319 2.8259 -0.192
H -2.9688 1.5475 3.0739 0.125
H -1.5813 2.2255 2.2808 0.101
H -3.5919 1.9698 0.8132 0.128
H -3.5424 0.2327 1.0676 0.107
H -1.3325 1.7173 -0.1322 0.087
H -2.8325 1.9027 -1.8258 0.118
H -3.7130 0.5187 -1.2376 0.120
H -2.2812 0.2113 -3.4204 0.127
H -2.3334 -1.0599 -2.2023 0.100
H -0.1623 -0.8757 -2.5434 0.099
H -0.2963 1.2454 -3.8391 0.122
H 1.1812 0.7985 -2.9943 0.122
H -0.9051 2.7224 -1.8332 0.093
H 0.4258 3.2194 -2.8259 0.125
H 0.9102 3.5264 -0.4318 0.124
H 2.0913 2.5684 -1.2913 0.105
H 1.6790 0.8524 -0.0931 -0.049
H 0.2592 2.6497 1.6827 0.103
H 1.9940 2.4200 1.6385 0.130
H 0.9134 1.0434 3.4130 0.125
H 1.8614 0.1118 2.2601 0.122
H 0.0766 -1.1263 2.3078 0.120
H -1.1480 0.3050 3.8718 0.121
H -2.0479 -0.7544 2.8007 0.108
Br 3.6612 0.0159 -0.7423 0.869
C 3.4063 -1.6829 0.0902 -0.581
C 4.5408 -2.1657 0.6718 -0.150
C 4.6015 -3.5089 1.0935 -0.072
C 3.5678 -4.3361 0.7970 -0.036
C 2.4012 -3.8514 0.1527 -0.166
C 1.4462 -4.7990 -0.3063 -0.045
C 0.3847 -4.3767 -1.0294 -0.080
C 0.1318 -2.9831 -1.1273 -0.169
C 0.9259 -1.9911 -0.6034 -0.129
C 2.2149 -2.4569 -0.1105 -0.192
H 5.4119 -1.5311 0.7561 0.094
H 5.4979 -3.8847 1.5692 0.111
H 3.6301 -5.3960 1.0192 0.117
H 1.6146 -5.8529 -0.1111 0.116
H -0.3154 -5.0920 -1.4517 0.103
H -0.8114 -2.7051 -1.5950 0.063
C -4.0300 -4.3665 -0.8344 -0.078
C -4.2290 -3.1798 0.1171 -0.189
C -2.9707 -2.4306 0.3180 -0.123
N -1.9684 -1.8818 0.4148 0.207
H -4.9644 -4.9154 -0.9275 0.082
H -3.2663 -5.0438 -0.4540 0.082
H -3.7294 -4.0305 -1.8267 0.079
H -4.5783 -3.5093 1.0946 0.122
H -4.9736 -2.4838 -0.2674 0.118
```

Properties
**Total charge**: +1
**Expectation value of S²**: 0.81
**DFT total energy**: -5127.7592 a.u.
**Energy relative to the best compared isomer or geometry (same formula, charge and spin)**: 97.5 kJ/mol
**E_LUMO (alpha / beta)**: -1.92 / -1.92 eV
**2S+1**: 2
**Kohn-Sham gap (alpha / beta)**: 8.128 / 8.118 eV
**E_HOMO (alpha / beta)**: -0.36937 / -0.36899 Ha

***

3.
Entry from the OMol25 dataset: an isolated molecule of C4H5NO (ωB97M-V with the def2-TZVPD basis set).

Structure (XYZ):
```
11
Properties=species:S:1:pos:R:3:lowdin_charge:R:1
C 0.8498 1.0172 -1.1103 -0.052
C -0.0005 -0.0886 -0.5331 -0.375
C -0.7732 -0.8728 -1.2325 0.258
C 0.1462 -0.4367 0.9402 -0.536
O 1.1294 -0.0992 1.5654 0.078
N -0.8906 -1.1353 1.4748 0.163
H 0.6193 1.9712 -0.6280 0.090
H 0.6844 1.1155 -2.1860 0.078
H 1.9029 0.7857 -0.9292 0.090
H -0.7826 -1.5139 2.4034 0.116
H -1.6806 -1.4188 0.9141 0.088
```

Properties
**Total charge**: 0
**DFT total energy**: -285.3015 a.u.
**Energy relative to the best compared isomer or geometry (same formula, charge and spin)**: 297.0 kJ/mol
**E_LUMO**: -0.78 eV
**2S+1**: 1
**Kohn-Sham gap**: 9.629 eV
**E_HOMO**: -0.38269 Ha